1.
Here is C14H32AsF12NNiO16S6 as an isolated structure at a distorted geometry from the OMol25 dataset. Energies are from ωB97M-V/def2-TZVPD.

Summary:
- gap between HOMO and LUMO (alpha / beta) (eV) = 10.45 / 9.93
- energy above the lowest of the compared OMol25 structures with the same formula, charge and spin (kJ/mol) = 519.8
- multiplicity = 3
- LUMO (alpha / beta) (hartree) = 0.00063 / -0.01622

Geometry as XYZ:
```
83
Properties=species:S:1:pos:R:3:lowdin_spin:R:1
Ni -0.644 0.324 0.321 1.8053
C -4.791 2.100 0.892 0.0003
F -3.963 3.166 1.184 -0.0001
F -5.299 1.669 2.112 0.0002
F -5.890 2.409 0.155 0.0001
S -3.795 0.650 0.201 0.0018
O -3.621 -0.234 1.338 -0.0003
O -4.655 0.027 -0.762 0.0009
N -2.170 1.192 -0.433 0.0293
S -2.610 1.903 -1.765 0.0051
O -2.120 1.076 -2.855 0.0009
O -3.946 2.513 -1.849 0.0096
C -1.503 3.505 -1.634 0.0001
F -1.852 4.346 -2.650 0.0000
F -1.887 4.232 -0.529 0.0000
F -0.193 3.254 -1.784 0.0001
As -1.369 1.105 3.919 0.0025
F -2.727 0.017 4.414 0.0019
F -1.471 1.871 5.565 -0.0002
F -0.067 2.186 3.454 0.0008
F -1.217 0.483 2.268 0.0204
F -2.646 2.308 3.399 0.0011
F -0.257 -0.144 4.484 0.0017
O -0.706 -3.615 -1.159 0.0033
S -1.681 -2.642 -0.696 0.0047
O -1.206 -1.594 0.182 0.0234
O -2.371 -1.780 -1.923 -0.0002
C -2.850 -2.490 -3.074 -0.0001
C -4.425 -2.685 -3.133 0.0000
C -3.202 -3.445 -0.010 0.0021
H -2.503 -3.521 -3.141 0.0000
H -2.610 -1.846 -3.920 0.0000
H -4.920 -1.813 -2.705 0.0000
H -4.730 -3.572 -2.578 0.0000
H -4.831 -2.892 -4.124 0.0000
H -3.010 -3.658 1.041 0.0000
H -3.443 -4.337 -0.589 0.0002
H -3.956 -2.663 -0.102 0.0001
O 2.465 2.892 -0.443 0.0003
S 1.802 2.623 0.798 0.0046
O 0.514 1.911 0.811 0.0221
O 2.833 1.754 1.761 0.0000
C 4.203 1.944 1.543 0.0001
C 5.043 1.892 2.793 0.0000
C 1.727 4.179 1.719 0.0030
H 4.395 2.795 0.890 0.0000
H 4.479 1.066 0.959 0.0000
H 4.603 1.469 3.696 0.0000
H 5.482 2.866 3.008 0.0000
H 6.008 1.421 2.603 0.0000
H 2.610 4.281 2.350 0.0003
H 0.858 4.123 2.375 0.0000
H 1.593 5.044 1.070 0.0001
O 1.068 -0.662 1.023 0.0179
S 2.340 -1.382 0.978 0.0028
O 3.340 -1.065 -0.056 0.0004
O 3.084 -1.299 2.477 0.0026
C 2.372 -1.465 3.688 0.0000
C 3.147 -2.172 4.858 0.0001
C 1.938 -3.200 0.869 0.0009
H 1.395 -1.931 3.558 0.0000
H 2.201 -0.430 3.983 0.0000
H 4.079 -1.661 5.099 0.0000
H 3.375 -3.220 4.666 0.0000
H 2.439 -2.127 5.686 0.0000
H 0.944 -3.452 1.237 0.0000
H 2.731 -3.700 1.426 0.0000
H 2.144 -3.492 -0.161 0.0000
O 0.540 0.337 -1.424 0.0222
S 1.398 -0.191 -2.498 0.0039
O 1.843 -1.595 -2.443 0.0003
O 0.716 0.106 -4.000 0.0001
C 1.061 -0.594 -5.130 0.0001
C -0.046 -1.604 -5.281 0.0000
C 2.857 0.845 -2.649 0.0027
H 1.970 -1.180 -4.991 0.0000
H 1.256 -0.076 -6.069 0.0000
H 0.001 -2.436 -4.577 0.0000
H 0.000 -2.068 -6.266 0.0000
H -1.032 -1.139 -5.255 0.0000
H 2.451 1.823 -2.910 0.0000
H 3.408 0.464 -3.510 0.0004
H 3.503 0.903 -1.773 0.0000
```

=====

2.
Here is a 3-piece molecular cluster, C14H32BBrNO5S2 overall at a distorted geometry from the OMol25 dataset. Energies are from ωB97M-V/def2-TZVPD.

Summary:
- gap between HOMO and LUMO (eV) = 5.64
- net charge = -1
- multiplicity = 1
- LUMO (hartree) = 0.06211

Geometry as XYZ:
```
56
Properties=species:S:1:pos:R:3:lowdin_charge:R:1
N 4.250 3.754 -0.415 0.0059
C 4.081 4.653 -1.574 -0.2265
C 3.608 3.965 -2.867 -0.4017
O 2.602 4.742 -3.533 -0.0806
C 3.146 2.513 -2.697 -0.1762
B 1.555 2.294 -2.306 -0.4872
C 0.964 3.337 -1.153 -0.2357
C -0.536 3.562 -1.439 -0.3595
C -0.721 4.555 -2.561 -0.5705
Br -0.361 6.392 -1.915 0.5493
H 3.359 3.698 0.066 0.0546
H 4.943 4.132 0.218 0.0471
H 5.027 5.176 -1.710 0.0992
H 3.359 5.435 -1.300 0.0943
H 4.457 3.973 -3.561 0.1141
H 2.263 5.413 -2.921 0.0275
H 3.766 1.954 -2.001 0.0643
H 3.306 2.039 -3.672 0.0730
H 0.807 2.292 -3.285 0.0540
H 1.460 1.176 -1.828 0.0295
H 1.408 4.337 -1.163 0.0259
H 0.999 2.906 -0.146 0.0659
H -1.074 3.922 -0.557 0.0835
H -0.953 2.615 -1.780 0.0972
H -1.722 4.529 -2.977 0.0477
H -0.018 4.370 -3.367 0.0405
C 0.300 -1.175 2.816 -0.2204
C 0.412 -2.582 2.214 -0.2253
C 0.328 -2.434 0.692 -0.2193
S 0.957 -0.792 0.306 0.6483
O -0.130 -0.013 -0.219 -0.3118
O 2.222 -0.922 -0.363 -0.3158
C 1.241 -0.291 2.001 -0.2281
H 0.558 -1.166 3.875 0.1099
H -0.727 -0.814 2.716 0.1163
H 1.375 -3.020 2.489 0.1193
H -0.370 -3.248 2.576 0.0545
H 0.932 -3.174 0.173 0.1010
H -0.702 -2.482 0.340 0.0887
H 1.038 0.773 2.100 0.1046
H 2.284 -0.498 2.237 0.1043
C -5.087 -5.633 2.137 -0.2234
C -4.742 -5.177 0.713 -0.2133
C -3.635 -4.120 0.824 -0.2131
S -2.728 -4.503 2.326 0.6629
O -2.909 -3.426 3.266 -0.3089
O -1.424 -5.007 1.982 -0.3235
C -3.750 -5.883 2.829 -0.2312
H -5.709 -6.527 2.138 0.1127
H -5.632 -4.842 2.657 0.1187
H -4.380 -6.031 0.136 0.1164
H -5.612 -4.778 0.195 0.1137
H -2.950 -4.153 -0.019 0.1042
H -4.043 -3.117 0.931 0.1098
H -3.818 -5.907 3.914 0.1067
H -3.277 -6.793 2.461 0.1063
```

=====

3.
Here is C14H32BrClO2PdSi2 as an isolated structure at a distorted geometry from the OMol25 dataset. Energies are from ωB97M-V/def2-TZVPD.

Summary:
- gap between HOMO and LUMO (eV) = 1.86
- net charge = +2
- multiplicity = 1
- LUMO (hartree) = -0.44767

Geometry as XYZ:
```
53
Properties=species:S:1:pos:R:3:lowdin_charge:R:1
C 5.945 -2.193 0.731 -0.0421
C 4.989 -1.841 -0.423 -0.2205
O 3.939 -2.835 -0.513 -0.2432
C 2.592 -2.324 -0.711 -0.1958
C 1.759 -2.580 0.539 -0.2134
Si 0.865 -0.979 1.009 0.5862
O -0.120 -0.556 -0.264 -0.3104
Si -1.548 0.276 0.055 0.4930
C -2.358 0.643 -1.599 -0.1920
C -2.881 2.096 -1.756 -0.2948
C -1.913 2.877 -2.628 -0.6321
Cl -2.142 4.617 -2.498 0.6274
C -1.361 1.758 1.198 -0.2183
C -0.612 2.974 0.630 -0.4519
C 0.742 2.658 0.001 -0.0844
C -0.357 3.944 1.809 -0.0487
C -2.811 -0.929 0.924 -0.7135
Br -2.584 -1.005 2.827 0.8985
C -2.848 -2.299 0.263 -0.3278
C -4.306 -2.775 0.194 -0.0720
H 6.875 -2.624 0.378 0.0790
H 5.463 -2.872 1.425 0.0931
H 6.212 -1.287 1.257 0.0974
H 4.611 -0.842 -0.254 0.1401
H 5.571 -1.884 -1.367 0.1340
H 2.153 -2.895 -1.524 0.1442
H 2.611 -1.292 -1.036 0.1172
H 1.098 -3.426 0.415 0.0891
H 2.452 -2.760 1.356 0.0890
H 1.941 0.018 1.185 0.0073
H 0.155 -1.113 2.298 -0.0176
H -1.688 0.406 -2.421 0.0911
H -3.210 -0.020 -1.716 0.0796
H -3.049 2.605 -0.816 0.0819
H -3.830 2.047 -2.276 0.1135
H -2.021 2.544 -3.650 0.0846
H -0.903 2.614 -2.340 0.0499
H -2.376 2.073 1.431 0.0983
H -0.905 1.478 2.145 0.0741
H -1.199 3.537 -0.085 0.0830
H 1.395 2.250 0.765 0.0572
H 0.694 2.014 -0.872 0.0608
H 1.194 3.597 -0.296 0.0947
H 0.523 3.666 2.374 0.0851
H -1.237 3.949 2.442 0.0827
H -0.281 4.952 1.420 0.0906
H -3.764 -0.436 0.754 0.0787
H -2.218 -3.015 0.773 0.1032
H -2.525 -2.163 -0.766 0.1000
H -4.376 -3.804 -0.131 0.0887
H -4.862 -2.123 -0.468 0.0838
H -4.762 -2.661 1.171 0.0787
Pd 5.271 -4.060 -1.359 0.9225
```

=====

4.
Here is C14H32Cl2CrF6N6O7PS2 as an isolated structure at a distorted geometry from the OMol25 dataset. Energies are from ωB97M-V/def2-TZVPD.

Summary:
- gap between HOMO and LUMO (alpha / beta) (eV) = 8.00 / 4.18
- net charge = +1
- multiplicity = 5
- LUMO (alpha / beta) (hartree) = -0.14490 / -0.28657

Geometry as XYZ:
```
71
Properties=species:S:1:pos:R:3:lowdin_spin:R:1
Cr 0.388 1.409 -1.402 2.9936
Cl 2.810 1.982 -1.212 -0.0540
Cl 0.022 0.280 -3.527 -0.0234
C 0.940 5.544 -1.886 0.0021
F 0.942 6.661 -2.633 0.0007
F 2.225 5.116 -1.839 0.0007
F 0.500 5.754 -0.637 0.0002
S -0.045 4.242 -2.921 0.0073
O -0.918 5.046 -3.749 0.0065
O 0.931 3.447 -3.580 0.0098
N -0.597 3.092 -1.712 0.0101
S -1.960 3.780 -1.271 0.0062
O -2.473 3.251 -0.039 0.0004
O -1.946 5.273 -1.125 -0.0067
C -3.312 3.323 -2.691 0.0022
F -2.576 3.023 -3.774 0.0005
F -4.086 2.331 -2.247 0.0004
F -4.149 4.290 -2.983 0.0008
C -2.628 -0.170 -0.799 0.0012
O -1.660 0.509 -0.835 0.0011
N -3.056 -0.803 0.238 0.0019
C -4.001 -1.968 0.105 0.0001
C -2.619 -0.677 1.561 0.0005
H -3.241 -0.260 -1.709 0.0002
H -4.071 -2.193 -0.960 0.0001
H -4.844 -1.980 0.796 0.0000
H -3.407 -2.828 0.413 0.0001
H -2.115 0.274 1.733 0.0001
H -3.354 -0.870 2.342 0.0000
H -1.730 -1.250 1.825 0.0002
C 0.008 1.889 1.846 0.0044
O 0.163 1.606 0.616 0.0166
N 0.921 2.293 2.734 0.0052
C 2.334 2.095 2.509 0.0009
C 0.433 2.469 4.014 0.0006
H -1.020 2.046 2.208 0.0003
H 2.942 2.956 2.787 0.0001
H 2.433 2.037 1.426 0.0003
H 2.670 1.132 2.895 0.0002
H -0.415 3.133 4.187 0.0002
H 0.066 1.482 4.298 0.0002
H 1.217 2.845 4.670 0.0000
O 0.892 -0.503 -0.636 0.0223
P 1.085 -1.917 -0.184 0.0008
N 1.787 -2.067 1.350 0.0322
C 0.893 -1.781 2.498 0.0054
C 3.150 -1.738 1.616 0.0032
N 2.165 -2.807 -1.162 0.4655
C 3.013 -2.304 -2.208 0.0585
C 2.435 -4.238 -0.781 0.0302
N -0.276 -3.082 -0.249 0.2451
C -0.548 -4.226 0.644 0.0253
C -0.882 -3.187 -1.594 0.0120
H -0.052 -2.311 2.381 0.0007
H 0.850 -0.693 2.557 0.0012
H 1.216 -2.302 3.399 -0.0002
H 3.647 -2.628 2.002 0.0013
H 3.392 -0.893 2.259 0.0005
H 3.657 -1.518 0.677 0.0004
H 3.919 -1.888 -1.767 0.0301
H 3.218 -2.992 -3.028 0.0025
H 2.365 -1.627 -2.765 0.0111
H 1.688 -4.608 -0.078 0.0009
H 2.604 -5.044 -1.494 0.0058
H 3.335 -4.105 -0.180 0.0202
H -1.219 -3.871 1.427 0.0141
H -1.094 -4.942 0.030 0.0003
H 0.257 -4.560 1.299 0.0068
H -1.956 -3.047 -1.473 0.0065
H -0.729 -4.236 -1.849 0.0042
H -0.537 -2.495 -2.362 0.0009
```